48
Properties=species:S:1:pos:R:3:mulliken_charge:R:1 method="wB97M-V/def2-TZVPD" mol_weight_g_mol=616.3 spin_multiplicity=2 de_lowest_ev=0.000 total_energy_ev=-193339.8261 homo_ha="-0.2736 / -0.2729" fmax_ev_per_a=0.72 orbital_gap_ev="7.4 / 7.4"
Ti -0.075 -0.512 -0.132 0.3622
C 0.096 -0.611 6.253 -1.3347
C 0.845 0.054 5.125 -0.0559
O -0.115 0.414 4.111 -0.2945
P 0.372 0.837 2.655 0.8481
S 1.559 -0.534 1.811 -0.3520
S -1.235 1.146 1.539 -0.4460
O 1.154 2.212 2.850 -0.3477
C 2.587 2.294 3.027 -0.2603
C 3.227 2.820 1.765 -1.0151
H 0.790 -0.878 7.051 0.3939
H -0.395 -1.517 5.900 0.3008
H -0.660 0.061 6.658 0.3133
H 1.583 -0.624 4.688 0.3555
H 1.352 0.961 5.463 0.2140
H 2.988 1.311 3.281 0.3700
H 2.742 2.965 3.872 0.3574
H 3.102 2.106 0.951 0.0914
H 4.294 2.980 1.927 0.4111
H 2.775 3.772 1.483 0.2726
S 1.854 -0.634 -1.520 -0.3148
C 1.130 -1.485 -2.875 0.5378
C 1.586 -1.284 -4.179 -0.5899
C 1.029 -1.977 -5.239 -0.5352
C 0.002 -2.887 -5.013 -0.5271
C -0.465 -3.094 -3.726 -0.4621
C 0.088 -2.400 -2.649 0.0382
S -0.537 -2.655 -1.017 -0.3759
H 2.387 -0.575 -4.347 0.4321
H 1.395 -1.810 -6.244 0.3747
H -0.433 -3.436 -5.838 0.3797
H -1.265 -3.800 -3.538 0.4154
Cl -1.614 -2.362 2.087 -0.0482
C -3.325 -2.290 1.637 -0.3714
Cl -3.651 -1.197 0.284 -0.0843
H -3.881 -1.932 2.494 0.3491
H -3.635 -3.285 1.342 0.3273
Br 0.724 2.773 -0.944 -0.0259
C -0.629 2.019 -2.007 0.2017
C -1.239 2.808 -2.968 -0.6686
C -2.202 2.229 -3.774 -0.2636
C -2.516 0.890 -3.597 -1.1366
C -1.867 0.186 -2.607 -0.3432
N -0.950 0.745 -1.797 0.5414
H -0.952 3.843 -3.077 0.4360
H -2.697 2.817 -4.536 0.3904
H -3.247 0.394 -4.218 0.4356
H -2.076 -0.858 -2.413 0.7034



90
Properties=species:S:1:pos:R:3:mulliken_charge:R:1 method="wB97M-V/def2-TZVPD" mol_weight_g_mol=535.1 spin_multiplicity=1 total_energy_ev=-61224.8258 total_charge=-1 homo_ha=-0.0874 fmax_ev_per_a=1.16 orbital_gap_ev=4.3
C 1.099 0.227 0.413 -0.9221
C 0.239 -0.201 -0.561 0.1185
N -1.011 -0.703 -0.435 -0.6216
C -1.839 0.115 0.386 -0.4730
C -3.262 -0.228 0.149 0.4833
O -3.834 -1.201 -0.146 -0.4657
Cl -4.366 1.222 0.544 -0.3533
H 2.001 0.786 0.157 0.3449
H 0.878 0.052 1.465 0.1523
H 0.623 -0.095 -1.595 0.1687
H -1.723 1.201 0.268 0.4708
H -1.788 -0.024 1.493 0.1214
C 1.279 3.363 -2.334 -0.2052
O 2.268 3.070 -1.367 -0.4557
H 0.416 2.726 -2.150 0.3134
H 0.963 4.413 -2.277 0.2036
H 1.668 3.164 -3.341 -0.1146
H 2.992 3.671 -1.596 0.2702
C 3.434 2.145 -5.619 -0.6010
O 3.204 3.549 -5.506 -0.3350
H 2.800 1.674 -4.873 0.1950
H 3.165 1.758 -6.605 0.2665
H 4.471 1.881 -5.403 0.2698
H 3.768 3.989 -6.147 0.2278
C 4.011 6.659 -2.980 -0.6470
O 3.400 5.389 -2.943 -0.4056
H 4.782 6.658 -2.211 0.2712
H 4.488 6.866 -3.944 0.2303
H 3.311 7.472 -2.761 0.2271
H 2.728 5.338 -3.640 0.3371
C 0.567 -3.334 1.146 -0.5412
O 1.834 -2.774 1.576 -0.4078
H 0.167 -2.711 0.349 0.1811
H 0.722 -4.356 0.780 0.3094
H -0.164 -3.351 1.952 0.2495
H 2.198 -3.306 2.291 0.2260
C 0.542 5.643 -5.387 -0.5717
O 1.800 6.233 -5.036 -0.4678
H -0.116 5.768 -4.534 0.1187
H 0.088 6.148 -6.243 0.3428
H 0.653 4.579 -5.603 0.2805
H 2.391 6.105 -5.782 0.2307
C -3.652 -3.686 2.473 -0.1880
O -2.581 -3.579 1.560 -0.4602
H -3.601 -4.685 2.900 -0.2518
H -3.571 -2.963 3.289 0.2817
H -4.626 -3.565 1.986 0.3676
H -2.555 -2.700 1.156 0.2055
C -1.443 8.760 -3.680 -0.6212
O -1.970 7.584 -4.286 -0.4468
H -0.590 8.440 -3.088 0.1819
H -1.100 9.484 -4.423 0.3016
H -2.166 9.246 -3.019 0.2982
H -2.710 7.846 -4.843 0.2845
C 5.175 -1.590 0.122 -0.5829
O 4.093 -0.713 0.301 -0.4233
H 6.062 -0.972 -0.022 0.2199
H 5.352 -2.240 0.988 0.2114
H 5.065 -2.233 -0.760 0.2539
H 3.268 -1.206 0.425 0.2894
C 3.230 -4.505 5.397 -0.5509
O 3.141 -4.832 4.023 -0.4803
H 3.839 -3.606 5.457 0.2723
H 2.255 -4.283 5.842 0.2180
H 3.712 -5.293 5.983 0.2495
H 2.603 -5.629 3.931 0.2977
C -4.162 4.388 -5.139 -0.4930
O -4.381 5.796 -5.134 -0.5027
H -4.910 3.965 -5.806 0.2262
H -3.171 4.124 -5.517 0.2034
H -4.287 3.943 -4.150 0.2653
H -3.731 6.182 -4.539 0.3328
C -6.073 -4.691 5.321 -0.5997
O -4.842 -4.011 5.529 -0.4014
H -5.911 -5.357 4.477 0.2179
H -6.372 -5.291 6.186 0.2979
H -6.886 -4.007 5.066 0.2931
H -4.941 -3.396 6.260 0.2470
C -2.150 -6.854 4.101 -0.5270
O -1.793 -5.789 4.986 -0.4694
H -1.233 -7.360 3.819 0.2717
H -2.812 -7.574 4.594 0.2639
H -2.632 -6.479 3.197 0.2124
H -2.597 -5.311 5.220 0.2240
C 0.902 -7.770 6.502 -0.6053
O 0.665 -7.109 5.275 -0.4155
H 1.328 -8.741 6.256 0.2565
H 1.611 -7.238 7.144 0.2547
H -0.021 -7.930 7.067 0.2528
H 0.216 -6.271 5.444 0.2440



16
Properties=species:S:1:pos:R:3:mulliken_charge:R:1 method="wB97M-V/def2-TZVPD" mol_weight_g_mol=86.1 spin_multiplicity=2 de_lowest_ev=4.011 total_energy_ev=-7279.0819 total_charge=+1 homo_ha="-0.4485 / -0.4440" fmax_ev_per_a=5.06 orbital_gap_ev="7.2 / 2.8"
C 2.519 0.848 0.049 -0.8861
C 2.153 0.742 1.459 0.1099
C 1.021 1.268 1.969 -0.8935
H 3.558 0.948 -0.043 0.3506
H 1.784 1.601 -0.491 0.2429
H 2.207 -0.133 -0.377 0.1732
H 2.844 0.336 2.153 0.3781
H 0.632 0.932 2.940 0.2649
H 0.477 2.056 1.454 0.2967
N -1.893 -0.697 -0.523 -0.1845
C -2.492 -1.218 -1.639 0.2765
N -3.767 -1.534 -1.779 -0.3310
H -2.479 -0.617 0.311 0.3046
H -0.922 -0.803 -0.486 0.2663
H -1.694 -1.762 -2.239 0.2716
H -3.947 -1.967 -2.759 0.3598



8
Properties=species:S:1:pos:R:3:mulliken_charge:R:1 method="wB97M-V/def2-TZVPD" mol_weight_g_mol=90.0 spin_multiplicity=1 de_lowest_ev=6.500 total_energy_ev=-10183.5965 homo_ha="-0.2810 / -0.3017" fmax_ev_per_a=5.44 orbital_gap_ev="7.6 / 8.2"
C 1.162 0.916 0.657 0.4426
N 1.751 1.405 -1.707 -0.1960
N 0.150 0.172 0.278 -0.3279
O 1.881 1.308 1.428 -0.2528
O 0.529 1.838 -2.144 -0.0740
O 0.873 0.473 -2.309 -0.2190
H 0.080 -0.021 -0.749 0.3412
H -0.819 0.130 0.558 0.2858